No. 1
ORCA calculation (wB97M-V/def2-TZVPD) on the molecule C3H6O2.

Charge: 0
Energy relative to the best compared isomer or geometry (same formula, charge and spin) (kJ/mol): 166.02
SMILES string: COCC=O

Each line ends with the natural charge from an NBO analysis.
Element x y z (Å)
C 0.905 -1.245 0.022  -0.2585
O 1.061 0.136 0.272  -0.5242
C 0.055 0.943 -0.276  -0.1704
C -1.298 0.806 0.399  0.4128
O -2.082 1.721 0.473  -0.5072
H 0.320 -1.743 0.811  0.1718
H 0.408 -1.425 -0.945  0.1670
H 1.906 -1.686 -0.008  0.1975
H -0.096 0.712 -1.347  0.1850
H 0.376 1.986 -0.193  0.2191
H -1.554 -0.206 0.793  0.1071

=====

No. 2
ORCA calculation (wB97M-V/def2-TZVPD) on a structure of composition C3H6O2.

Charge: 0
Energy relative to the best compared isomer or geometry (same formula, charge and spin) (kJ/mol): 568.02

Each line ends with the natural charge from an NBO analysis.
Element x y z (Å)
O 1.379 -0.919 0.574  -0.6844
C 0.179 -0.245 0.723  -0.0151
C -0.052 1.158 0.125  -0.0972
O -1.363 0.705 -0.294  -0.4790
C -1.103 -0.593 -0.056  0.1163
H 1.513 -1.067 -0.375  0.4744
H -0.062 -0.260 1.791  0.2080
H -0.097 2.045 0.764  0.1907
H 0.567 1.335 -0.765  0.1845
H -0.979 -1.353 -1.055  0.1634
H -0.181 -1.125 -1.524  -0.0616

=====

No. 3
ORCA calculation (wB97M-V/def2-TZVPD) on the molecule C3H6O2.

Charge: 0
Energy relative to the best compared isomer or geometry (same formula, charge and spin) (kJ/mol): 204.31
SMILES string: O[C@@H]1C[C@@H]1O

Each line ends with the natural charge from an NBO analysis.
Element x y z (Å)
O -1.613 0.108 0.628  -0.7095
C -0.823 -0.250 -0.466  0.0717
C 0.391 -1.002 -0.001  -0.5017
C 0.517 0.418 -0.476  0.0416
O 0.672 1.449 0.465  -0.7159
H -1.140 0.864 1.017  0.4839
H -1.390 -0.481 -1.362  0.1930
H 0.136 -1.086 1.054  0.2389
H 0.905 -1.810 -0.516  0.2263
H 0.995 0.626 -1.434  0.1904
H 1.349 1.164 1.090  0.4812

=====

Number 1: HOMO -9.7 eV, gap between HOMO and LUMO 10.55 eV, LUMO energy 0.033 Ha. Number 2: HOMO -8.7 eV, gap between HOMO and LUMO 9.14 eV, LUMO energy 0.017 Ha. Number 3: HOMO -9.6 eV, gap between HOMO and LUMO 10.45 eV, LUMO energy 0.033 Ha.